# C49H47Co2F3N3O6

C49H47Co2F3N3O6 as an isolated structure in a non-equilibrium geometry (the ωB97M-V functional and the def2-TZVPD basis, the Open Molecules 2025 dataset).

```
110
Properties=species:S:1:pos:R:3:forces:R:3:mulliken_charge:R:1
H 0.35910 1.63519 0.16211 0.133 0.032 0.342 -0.266
C -0.71417 -2.19314 3.29904 0.015 0.099 -0.459 1.668
H 2.76295 1.94519 0.56667 -0.162 -0.200 -0.176 0.782
H -7.22507 -0.42743 -2.04087 0.113 0.084 0.321 0.359
H -5.69914 -0.41126 -3.83857 0.184 -0.020 -0.007 0.318
C -6.67482 -0.16614 -1.13356 -0.065 0.074 0.241 -0.332
C -1.08280 -3.18530 0.95657 -0.275 -0.828 0.207 -1.391
C 2.35511 0.94660 0.42307 -0.192 -0.181 -0.080 -1.464
H -7.12057 1.25278 1.93296 0.107 -0.201 -0.299 0.370
O 2.24479 1.04443 -2.83885 0.179 0.852 0.248 -0.466
H -4.86409 -0.13538 4.64023 -0.091 0.066 -0.150 0.429
H -3.65513 -1.52816 -1.85678 -0.115 0.050 -0.213 -0.234
Co 2.00517 3.89740 -2.35229 0.415 -0.877 0.084 -0.243
C -5.35935 -2.72098 -2.28633 -0.111 -0.076 0.163 -1.479
C -5.27932 0.40098 1.22489 0.303 0.144 0.211 0.360
C 1.29834 6.04300 -2.87041 -0.972 0.550 -1.050 0.030
H 0.93331 -2.62933 -0.08890 0.264 0.378 0.149 0.319
C 0.18843 3.18383 2.72282 -0.217 0.278 -0.542 -0.437
H -5.20910 2.56880 2.98959 0.157 -0.077 0.026 0.290
H -2.09526 -6.34593 -1.71662 -0.176 0.103 -0.008 0.420
H -0.19460 -4.72343 -2.48219 -0.121 0.190 -0.024 0.325
C -4.69286 -1.35232 -2.15575 0.290 0.328 0.341 1.221
H -1.55929 1.79077 -1.16671 0.702 0.507 0.984 0.238
C -1.02657 -0.68503 0.30360 1.485 -3.181 0.379 -1.221
H -0.36812 -2.98369 -2.15000 -0.060 -0.162 -0.112 0.289
H -3.64695 -0.01901 2.51431 -0.103 0.101 0.071 -0.606
O 3.58174 4.39393 0.06197 -0.811 -0.288 -1.440 -0.420
C -6.61718 0.77223 1.09016 -0.036 -0.104 -0.206 -0.255
C -0.47614 3.91559 -0.66918 -0.154 -2.200 2.203 -0.200
C 3.18767 -0.16038 0.41621 0.632 0.021 0.257 0.217
H -6.40842 -2.61892 -2.59497 0.194 -0.077 0.031 0.389
C -5.42325 -0.13460 3.69738 -0.045 -0.137 -0.136 -1.708
H 0.55358 -4.56471 3.59471 -0.160 -0.020 -0.328 0.397
H 0.46970 -0.83210 4.49362 0.068 -0.168 -0.104 0.436
H -4.83385 -3.33797 -3.02677 -0.123 0.156 0.079 0.335
H -1.45629 -3.77390 -3.31322 0.109 -0.037 0.149 0.402
H -3.03528 2.05781 -0.23205 0.300 -0.220 0.156 0.463
C -0.92165 3.36118 0.48125 2.818 3.558 1.493 1.070
C 0.12822 -5.55979 1.72131 0.035 0.037 -0.037 -1.625
H -0.49179 3.03876 -2.63706 0.160 0.351 -0.227 1.160
Co 0.16964 5.39124 -1.55846 1.879 4.021 -0.679 0.043
C 0.62882 -1.64272 3.77157 0.146 0.119 -0.044 -1.269
C 1.06760 5.17922 3.78195 0.026 -0.071 -0.098 -0.624
H -3.40378 -5.69128 -0.69818 0.098 -0.037 -0.152 0.400
C -1.17776 -4.30428 0.10975 0.248 0.139 -0.353 0.389
F 5.29588 -0.98524 1.15444 -0.148 0.562 -0.388 -0.287
O 1.81561 7.02920 0.23737 -0.763 -0.898 -1.080 -0.382
C -0.52928 -5.47922 0.49388 0.000 0.098 0.223 -0.366
H -6.36924 0.39815 3.85563 0.174 -0.108 0.035 0.326
C 0.09318 -4.48536 2.60678 -0.110 -0.091 -0.228 -0.220
N -2.96833 -1.83890 0.37014 1.040 -0.405 1.828 -1.227
H -2.60401 -3.39067 -1.14170 0.152 -0.270 -0.217 -1.011
H -1.43191 2.22675 0.68101 1.704 1.777 0.024 -0.658
O 1.66309 6.84746 -3.62990 0.173 -0.880 0.708 -0.470
H -0.98970 5.98638 1.18422 0.362 -0.220 0.118 0.706
C -1.89839 -4.22462 -1.23657 -0.235 0.293 0.305 2.486
O -2.00342 7.33437 -1.87173 0.913 -0.805 0.338 -0.444
H -3.34883 -5.30455 -2.42932 0.167 -0.051 0.139 0.383
C -2.04636 0.20463 0.14436 -2.126 4.611 -2.199 -0.070
H 0.43079 7.05806 2.92445 -0.054 -0.334 -0.020 0.381
H -5.33315 -3.24885 -1.32452 -0.039 0.059 -0.175 0.341
C 0.36845 5.96787 2.85875 -0.072 -0.158 0.315 -0.485
H -0.53939 -6.33714 -0.18195 -0.003 0.249 0.266 0.299
H -4.13427 -1.16589 -4.23952 -0.128 0.082 0.068 0.444
H -4.17731 0.37435 -3.35641 -0.107 -0.150 -0.081 0.360
H -3.63961 2.43365 2.16939 -0.096 -0.028 0.160 0.283
F 5.25450 0.21720 -0.68996 -0.202 -0.163 1.001 -0.265
C 2.68860 -1.44393 0.22006 -0.320 0.162 -0.135 -1.741
H 1.22598 -2.42880 4.25224 -0.080 0.172 -0.041 0.343
H 0.65347 -6.47498 1.99772 -0.154 0.223 -0.066 0.360
C 4.66941 0.06042 0.54318 0.226 0.372 -0.093 0.800
C 0.06734 3.62994 -1.90423 -1.288 -2.442 -1.701 -1.120
H -1.25766 -1.37887 2.80536 0.067 -0.021 0.182 -0.675
C -4.28461 1.97917 2.93076 0.122 0.229 -0.053 -1.372
H 0.10431 2.09555 2.67723 0.137 0.216 -0.062 0.401
H 1.67947 5.65028 4.55488 -0.151 -0.168 -0.252 0.338
C 0.96338 3.78483 3.71004 -0.152 0.255 0.175 -0.600
C 1.15968 6.33195 -0.41133 0.727 1.318 1.940 0.043
C 2.92795 4.21497 -0.87899 1.125 0.229 2.630 0.271
H -1.75110 -1.86314 5.17999 0.086 -0.123 -0.105 0.430
H -8.35925 0.78870 -0.18297 0.268 -0.057 0.026 0.352
C -0.92175 -3.90687 -2.36443 0.196 0.038 -0.039 -1.440
H 3.36869 -2.29040 0.15290 -0.181 0.146 -0.017 0.441
C 2.15661 2.17822 -2.63873 -0.931 -0.742 -0.415 0.401
C -4.67807 -0.59297 -3.47980 0.019 0.144 -0.018 -1.602
H -3.76803 2.04052 3.89628 -0.097 0.043 -0.162 0.428
H 1.20202 -1.24151 2.92732 -0.049 -0.068 0.180 0.117
N -1.63244 -1.92780 0.50877 -1.671 1.556 -0.711 2.264
C -5.33017 -0.52421 -1.03502 0.139 -0.016 -0.431 0.296
C -2.01597 1.64154 -0.17734 -4.080 -7.260 -2.689 -0.564
C -1.56706 -2.68135 4.47413 -0.119 -0.133 -0.096 -1.654
C -0.54574 -3.29670 2.25359 -0.225 0.374 0.009 0.389
H -5.65272 -1.17444 3.43753 -0.018 0.142 0.069 0.393
H 1.49692 3.16176 4.43388 -0.196 0.185 -0.195 0.368
C -4.59612 0.52663 2.58916 0.160 -0.068 -0.360 1.799
F 4.96109 1.18475 1.26388 -0.061 -0.932 -0.578 -0.268
C -7.31094 0.50304 -0.08813 0.115 0.016 -0.077 -1.520
C -1.17435 6.53593 -1.75284 -0.943 0.205 -0.739 0.025
C -0.39237 5.37166 1.86169 -0.081 -0.012 0.560 -0.612
C -0.43109 3.96522 1.70833 -0.164 1.269 0.758 0.464
C 0.99523 0.75878 0.26062 -0.593 -0.120 0.262 1.416
C 0.41496 -0.52913 0.23393 1.214 0.054 -0.326 0.853
N -3.22460 -0.52806 0.21758 -0.208 -1.490 0.471 1.892
C 3.27884 4.23625 -3.51832 0.260 0.948 -1.454 0.421
O 4.12682 4.46828 -4.26627 -0.473 -0.375 0.759 -0.432
H -2.53726 -3.04738 4.11672 0.144 0.024 0.099 0.390
H -1.06746 -3.49954 5.00913 -0.101 0.163 -0.053 0.305
C -2.73309 -5.47127 -1.53693 0.062 -0.026 0.114 -1.705
C 1.31659 -1.62485 0.10574 -0.400 -0.047 0.097 0.376
C -4.61628 -0.14118 0.10934 -0.005 -0.627 0.187 -1.074
```
Positions in Å, forces in eV/Å.

Computed properties:
E_LUMO   0.0609 Ha
Net charge   -1
Energy   -5576.03510 Eh
E_HOMO   -2.24 eV
Energy above the lowest of the compared OMol25 structures with the same formula, charge and spin   96.2 kcal per mole


# C7H10

One molecule with the formula C7H10 in a non-equilibrium geometry (the ωB97M-V functional and the def2-TZVPD basis, the Open Molecules 2025 dataset).

```
17
Properties=species:S:1:pos:R:3:forces:R:3:mulliken_charge:R:1
C -1.00681 -0.09194 -0.72218 0.040 0.023 -0.114 -0.514
H 1.15484 -0.73163 2.47849 -0.029 0.057 0.796 0.419
C 0.53360 0.06139 2.14211 -0.414 0.042 1.163 -0.061
H 0.83739 1.59270 -1.80461 -0.027 0.222 -0.029 0.268
C 0.12479 0.60612 0.01406 0.259 -0.227 -0.418 1.243
H -1.78798 0.64446 -0.95064 0.113 -0.050 0.037 0.256
H 1.41909 2.36949 -0.23826 -0.006 -0.054 -0.176 0.278
H -2.38992 -1.76176 -0.59538 0.128 0.089 0.076 0.391
H -0.87832 -2.02251 0.29077 -0.053 0.099 -0.052 0.295
C 1.04070 1.48938 -0.74709 -0.036 0.315 -0.253 -0.666
H 1.69029 -0.67050 -0.95942 0.028 0.215 -0.343 0.251
C -1.63073 -1.27194 0.02430 0.019 -0.011 0.003 -1.239
H -2.11110 -0.94363 0.95196 0.089 -0.031 -0.156 0.338
H -0.59622 -0.43342 -1.67887 -0.108 0.034 0.004 0.346
H 2.36642 0.20761 0.47200 -0.652 -0.068 -0.092 0.376
C 1.57151 0.16391 -0.28018 -0.048 -0.167 -0.338 -0.940
C -0.15013 0.81609 1.47998 0.698 -0.488 -0.108 -1.042
```
Positions in Å, forces in eV/Å.

Computed properties:
E_LUMO   0.0244 Ha
Energy   -272.55009 Eh
E_HOMO   -8.82 eV
SMILES   C#CC1(CC)CC1
Energy above the lowest of the compared OMol25 structures with the same formula, charge and spin   105.4 kcal per mole


# C4H6N2O

One molecule with the formula C4H6N2O (the ωB97M-V functional and the def2-TZVPD basis, the Open Molecules 2025 dataset).

```
13
Properties=species:S:1:pos:R:3:forces:R:3:mulliken_charge:R:1
H 0.84184 -2.30189 -0.07281 0.009 0.046 0.043 0.259
N 1.44661 -1.63701 0.40020 -0.004 -0.093 -0.247 -0.607
C -1.21585 0.62088 0.37534 0.091 -0.129 0.074 -0.055
C -0.38123 -0.11342 1.11498 -0.117 0.095 -0.120 -0.861
C 0.88598 -0.31218 0.31397 0.018 0.034 0.258 0.306
H 2.33138 -1.64830 -0.09889 -0.096 -0.042 0.070 0.247
H -1.87510 1.92235 -1.67524 0.110 -0.080 -0.036 0.318
O -1.01424 1.56549 -1.92619 -0.204 -0.083 0.018 -0.482
H -2.19838 0.99881 0.64473 0.188 -0.059 -0.076 0.358
H 1.63451 0.37188 0.75362 -0.159 -0.082 -0.101 0.266
C -0.52591 0.80836 -0.92516 0.332 -0.096 0.064 0.467
H -0.53225 -0.49176 2.11965 0.073 0.112 -0.127 0.389
N 0.60263 0.21679 -1.02419 -0.240 0.378 0.178 -0.605
```
Positions in Å, forces in eV/Å.

Computed properties:
E_LUMO   0.0248 Ha
Energy   -340.74888 Eh
E_HOMO   -9.33 eV
SMILES   N[C@@H]1C=CC(O)=N1
Energy above the lowest of the compared OMol25 structures with the same formula, charge and spin   28.9 kcal per mole


# C3H4N2O

A 2-piece molecular cluster, C3H4N2O overall in a non-equilibrium geometry (the ωB97M-V functional and the def2-TZVPD basis, the Open Molecules 2025 dataset).

```
10
Properties=species:S:1:pos:R:3:forces:R:3:mulliken_charge:R:1
H -1.78957 -1.39121 0.22136 0.008 0.145 0.042 0.257
C -1.51771 -0.37146 -0.01874 -0.059 0.119 0.073 -1.243
H -1.15926 -0.12089 -1.01118 -0.057 0.014 0.163 0.369
O -1.90986 1.43097 1.64100 0.150 -0.718 -0.670 -0.354
N 1.65229 0.30172 0.18449 0.043 -0.074 -0.035 -0.439
N 1.40052 -0.50978 -2.17317 0.152 0.380 1.090 -0.435
H 0.93435 -0.05108 0.80751 0.068 0.047 -0.093 0.237
C 1.53968 -0.15586 -1.07504 -0.100 -0.330 -0.940 0.424
C -1.73761 0.58579 0.85645 -0.126 0.429 0.417 0.934
H 2.58717 0.28181 0.56731 -0.079 -0.012 -0.047 0.251
```
Positions in Å, forces in eV/Å.

Computed properties:
E_LUMO   0.0188 Ha
Energy   -301.41596 Eh
E_HOMO   -9.75 eV
SMILES   C=C=O.N#CN
Energy above the lowest of the compared OMol25 structures with the same formula, charge and spin   44.7 kcal per mole